The following is a quantum chemistry calculation of C8H15N in the gas phase, from the Open Molecules 2025 dataset.

## Properties
Gap between HOMO and LUMO (eV): 8.7
Charge: 0
HOMO energy (eV): -7.72

Element x y z (Å)
C  0.43712  -2.87130  -0.19289
N  -0.19483  -1.56498  -0.55392
C  0.39323  -0.38462  0.28342
C  -0.46581  -0.06636  1.37307
C  -1.62976  0.56551  0.47298
C  -1.07741  0.94861  -0.84506
C  0.39853  0.96493  -0.45591
C  0.77012  2.41756  0.24704
C  1.48951  0.13840  -0.51901
H  0.52432  -3.19123  0.84364
H  -0.01471  -3.64565  -0.74413
H  1.43102  -2.65927  -0.61839
H  -1.12659  -1.75493  -0.37855
H  -0.81547  -0.84909  2.00082
H  0.09334  0.70089  1.90235
H  -2.67316  0.12123  0.45931
H  -1.81764  1.51952  1.09319
H  -1.47105  2.05522  -0.82527
H  -1.32528  0.28624  -1.61663
H  1.66832  2.83388  -0.61058
H  -0.22528  3.13971  0.17387
H  1.10261  2.10076  1.41993
H  1.65692  -0.53673  -1.32527
H  2.46329  0.55796  -0.07864

=====

The following is a quantum chemistry calculation of 2 unconnected molecules or ions with the total composition C3H12N2OS, from the Open Molecules 2025 dataset.

## Properties
Expectation value of S²: 0.756
Gap between HOMO and LUMO (alpha / beta) (eV): 10.3 / 4.9
Charge: +1
HOMO energy (alpha / beta) (eV): -13.24 / -13.09
Multiplicity: 2

Element x y z (Å)
N  -0.61643  -0.06147  -2.11699
C  -0.53631  -0.62738  -0.79195
C  0.80217  -1.44749  -0.82090
S  0.98900  -2.34502  0.76527
C  -0.46655  0.44168  0.37089
N  -1.65807  1.17175  0.46649
H  0.09507  0.65304  -2.20828
H  2.08549  -3.04471  0.44097
H  -1.54533  0.09730  -2.49031
H  -1.30292  -1.38816  -0.69524
H  1.75870  -0.90862  -0.86923
H  0.70448  -2.10354  -1.68820
H  -0.05351  -0.13696  1.19086
H  0.37531  1.07236  0.06159
H  -2.36037  0.68216  1.00459
H  -1.61215  2.17503  0.45886
H  0.57236  2.39608  2.66096
H  1.46355  1.22375  2.17023
O  1.30549  2.15021  2.09039

=====

Which max |F| belongs to each record? In order, 0.11792 0.07131 Eh/bohr.
Which E belongs to each record? In order, -10022.4975 -19159.4251 eV.